# C6H8NO3S

The ion C6H8NO3S with charge -1 at a distorted geometry (wB97M-V/def2-TZVPD, the Open Molecules 2025 dataset).

- relative energy (zero: lowest compared OMol25 entry of this formula, charge and spin) (kJ/mol) = 81.0
- max |F| (eV/A) = 4.78
- total charge = -1
- electronic energy (eV) = -24819.7282
- HOMO level (Eh) = -0.19523
- structure (SMILES) = C/C(C#N)=C\[C@H](C)S(=O)(=O)[O-]
- orbital gap (eV) = 8.60

XYZ file:
```
19
C6H8NO3S, DFT wB97M-V/def2-TZVPD
C -0.44 0.11 2.18
C -1.10 0.88 1.07
C -1.91 1.98 1.54
N -2.52 2.88 1.92
C -1.13 0.35 -0.19
C -0.28 -0.69 -0.78
C 0.65 0.05 -1.81
S -0.90 -1.97 -1.99
O -1.85 -2.74 -1.19
O -1.47 -1.31 -3.14
O 0.28 -2.72 -2.33
H -0.20 -0.90 1.97
H 0.50 0.42 2.44
H -0.97 0.12 3.02
H -1.87 0.99 -0.79
H 0.08 -1.30 0.05
H 1.29 0.85 -1.42
H 1.37 -0.68 -2.09
H -0.01 0.57 -2.58
```